1.
The following is a quantum chemistry calculation of the molecule C3H9BrN2 in a non-equilibrium geometry, from the OMol25 dataset.

Geometry as XYZ:
```
15
Properties=species:S:1:pos:R:3:forces:R:3
Br -2.592 -0.003 -0.029 -5.3 1.0 -1.3
N 1.118 -1.658 -0.063 0.4 -0.4 -0.2
N -0.173 -1.230 -0.464 -0.3 0.1 0.8
C -0.748 -0.363 0.536 5.2 -0.9 0.3
C 0.039 0.932 0.665 0.1 -0.2 0.2
C 0.142 1.689 -0.652 0.1 -0.1 0.1
H 0.542 1.035 -1.422 0.0 0.0 -0.1
H -0.847 -0.846 1.524 -0.3 -0.1 0.3
H 1.655 -1.885 -0.893 0.0 -0.1 0.1
H 1.096 -2.472 0.553 -0.1 0.1 -0.2
H 0.800 2.546 -0.541 0.0 0.1 -0.1
H -0.810 -2.001 -0.679 0.3 0.1 0.0
H -0.835 2.044 -0.971 -0.1 0.1 -0.1
H 1.039 0.655 1.007 0.0 0.2 0.1
H -0.428 1.557 1.429 0.0 0.0 0.1
```
Positions in Å, forces in eV/Å.

The total energy is -76273.156 eV. The calculation puts the HOMO energy (spin up / spin down) at -4.402 / -9.259 eV. As for the expectation value of S²: 2.0051. The calculation puts the orbital gap (spin up / spin down) at 5.329 / 5.440 eV. As for the multiplicity: 3.

Atom charges from the natural (NBO) analysis, given in e for atoms 1 to 6:
1. Br 0.245
2. N -0.680
3. N -0.486
4. C -0.321
5. C -0.431
6. C -0.610

2.
The following is a quantum chemistry calculation of the molecule CH2O2S in a non-equilibrium geometry, from the OMol25 dataset.

Geometry as XYZ:
```
6
Properties=species:S:1:pos:R:3:forces:R:3
S 0.573 0.769 -0.955 -1.3 0.6 0.8
O 0.431 -1.069 0.790 -0.9 -1.0 1.7
O -1.392 -0.188 0.708 -4.4 2.5 -0.1
C -0.239 -0.049 0.254 4.1 -1.1 -2.4
H 1.300 -0.999 0.508 3.0 0.0 -0.9
H -1.350 -0.947 1.268 -0.4 -1.0 1.0
```
Positions in Å, forces in eV/Å.

The total energy is -15998.850 eV. Its SMILES is OC(O)=S. The calculation puts the HOMO energy at -9.134 eV. The calculation puts the orbital gap at 9.569 eV. As for the multiplicity: 1.

Charges computed using natural (NBO), reported in e:
1. S -0.231
2. O -0.698
3. O -0.611
4. C 0.529
5. H 0.504
6. H 0.507

3.
The following is a quantum chemistry calculation of a structure of composition C32H89BrFN14NbO9P5S in a non-equilibrium geometry, from the OMol25 dataset.

Geometry as XYZ:
```
153
Properties=species:S:1:pos:R:3:forces:R:3
Nb -2.054 -4.393 -6.596 5.0 4.3 0.0
Br -0.823 -3.927 -8.884 -0.9 -0.2 0.9
S -2.931 -6.645 -7.331 -1.4 -3.3 -4.6
P 0.679 -0.995 1.152 -1.1 -2.5 8.4
P 5.356 4.052 3.854 1.5 7.3 4.7
P -0.038 4.617 -1.585 2.1 8.2 2.8
P -5.931 -2.061 3.555 3.6 -4.1 7.1
P -4.185 -3.317 -7.496 -2.6 0.7 0.6
F -3.481 -7.442 -5.897 0.7 0.7 -1.9
O -4.180 -6.433 -8.230 3.6 -0.7 3.3
O 5.927 -4.860 -6.763 0.6 4.4 0.1
O 6.186 4.860 2.827 -0.8 -4.1 -2.1
O -1.419 -2.435 -5.969 -2.1 -1.2 5.9
O 6.532 -2.744 -7.874 -0.3 -4.8 7.3
O 2.054 -0.527 1.689 0.3 1.0 -4.5
O -4.472 -1.549 3.471 -2.1 1.8 -3.8
O -0.428 4.512 -0.090 -1.2 -4.2 -1.8
O -1.876 -7.536 -8.046 -3.3 2.7 3.1
N 0.883 -2.592 1.785 0.6 -0.9 -0.1
N -5.430 -3.713 3.687 0.3 -0.7 -0.6
N -0.901 -1.533 0.535 1.8 0.8 -3.3
N 0.411 4.739 -3.303 -1.9 -3.3 -0.2
N -0.130 -0.046 2.324 -0.9 1.7 0.8
N -4.243 -1.737 -7.024 0.2 -0.7 -2.0
N -0.969 6.058 -1.811 -1.0 0.3 -0.1
N 6.542 4.255 5.097 1.0 -0.3 0.3
N -2.051 -2.313 -3.269 2.2 0.4 -11.2
N -6.093 -1.416 5.132 -0.7 1.4 1.6
N -7.608 -2.650 3.652 -0.3 1.5 -3.5
N 4.401 3.123 5.035 0.7 -2.8 -2.5
N 1.559 5.064 -1.163 2.1 -0.2 0.3
N 4.219 5.325 3.976 -1.8 1.1 -0.3
C 7.121 -2.776 -5.379 0.3 -0.5 -0.2
C -1.197 -0.441 3.226 -0.4 -0.4 -0.1
C -1.789 -2.304 -4.550 -0.6 -0.8 5.2
C 4.664 -4.688 -7.512 -2.1 0.4 -0.7
C -0.456 7.335 -2.283 0.0 -0.1 -0.9
C 2.385 4.007 -0.595 -0.3 -0.4 0.5
C 3.539 -5.876 -7.168 1.1 0.6 -0.3
C -6.161 0.036 5.220 0.5 0.3 -0.4
C 5.064 1.819 5.303 0.5 -0.5 0.6
C -1.773 -0.484 -0.031 -0.6 0.6 0.3
C -0.013 -3.256 2.719 -0.6 -0.3 -0.6
C -0.703 -2.487 -0.588 -0.1 -1.0 -0.2
C 3.360 5.523 2.816 0.3 -0.1 -0.7
C 3.688 5.951 5.173 0.0 -0.2 0.4
C -2.048 6.331 -0.850 0.1 -0.5 0.1
C -0.771 4.435 -4.154 -0.7 0.3 -0.6
C 7.915 4.581 4.682 -0.2 -0.2 -0.5
C 2.254 -3.041 2.075 0.0 0.4 -0.4
C -7.959 -3.374 2.401 -0.1 -0.8 -0.4
C -6.595 -2.069 6.328 -0.2 -0.3 0.0
C -0.077 1.395 2.121 0.6 0.2 -0.3
C 6.312 4.860 6.400 -0.3 -0.7 0.5
C 2.347 6.178 -1.659 0.0 0.2 -0.3
C 3.031 2.756 4.624 -0.7 0.3 -0.1
C 2.180 -5.091 -6.690 0.2 -0.1 -0.6
C 6.501 -3.477 -6.728 0.3 3.0 -5.5
C 0.836 -6.041 -6.600 0.9 -0.4 0.8
C -5.764 -4.616 4.777 -0.8 -0.3 -0.3
C 1.448 3.800 -3.775 0.8 0.0 0.1
C -4.083 -4.057 3.209 0.0 0.4 -0.3
C -0.214 -5.284 -5.594 0.1 -1.6 1.3
C -8.656 -1.618 3.780 -0.2 0.4 0.6
H -2.761 7.066 -1.238 0.3 0.0 -0.3
H 7.920 -3.531 -4.936 -1.7 1.7 -0.8
H 0.258 7.235 -3.105 0.0 -0.2 0.3
H -4.225 -3.421 -8.951 -0.3 -0.4 1.0
H 1.209 2.768 -3.498 0.1 0.0 -0.2
H -0.173 -2.007 -1.419 -0.4 -0.1 -0.1
H -0.677 1.710 1.261 -0.1 0.3 0.0
H -3.874 -3.582 2.244 0.0 0.0 0.3
H 1.958 -4.218 -7.469 0.5 -1.9 1.6
H -1.577 0.401 3.819 0.3 0.1 -0.4
H 1.106 -7.090 -6.098 -0.4 2.3 -1.1
H 4.199 -3.659 -7.139 0.9 -2.2 -1.0
H 5.126 1.219 4.388 -0.2 -0.2 0.2
H 2.653 3.252 -1.340 0.3 -0.2 0.0
H -6.656 -1.385 7.184 0.1 0.2 -0.4
H -3.974 -5.134 3.043 -0.3 0.0 0.2
H -7.102 0.427 4.821 -0.2 0.3 0.1
H -0.420 1.962 2.993 0.0 -0.3 0.0
H 4.517 1.249 6.063 -0.2 0.2 -0.2
H -1.645 6.715 0.097 -0.1 -0.1 0.0
H 0.118 -4.344 2.668 0.2 0.0 0.0
H -7.302 -4.226 2.210 0.1 0.3 0.3
H -0.841 -1.154 3.970 0.0 -0.2 -0.1
H 3.999 -6.597 -6.347 -1.2 1.6 -1.6
H 5.364 4.559 6.853 0.0 0.1 -0.3
H -2.178 0.182 0.733 0.3 -0.1 0.1
H 2.573 2.072 5.349 0.4 0.0 -0.1
H -7.598 -2.490 6.211 -0.1 -0.2 0.0
H -9.656 -2.060 3.691 0.3 -0.1 -0.2
H -5.919 -2.856 6.661 -0.1 -0.1 -0.1
H 0.414 -6.296 -7.661 0.8 0.7 2.1
H 1.558 3.851 -4.866 -0.4 0.1 0.2
H 6.358 5.952 6.353 0.0 0.1 0.0
H 2.804 6.466 2.852 0.2 -0.1 0.2
H -2.914 -4.523 -4.979 0.0 0.0 -1.0
H 2.312 -4.131 2.167 -0.4 0.0 0.0
H -6.053 0.407 6.244 0.0 -0.3 -0.1
H -2.657 -0.923 -0.510 0.4 -0.2 0.0
H -0.519 -6.018 -4.734 0.8 1.3 -1.5
H -8.974 -3.785 2.456 0.1 0.3 0.1
H -6.802 -4.527 5.108 0.2 0.3 0.0
H 3.313 4.382 -0.151 -0.2 0.1 -0.2
H -5.661 -5.659 4.454 0.1 0.1 -0.1
H -1.070 -3.090 2.494 0.2 0.3 0.0
H 8.001 5.638 4.398 0.1 -0.1 -0.1
H -2.631 5.426 -0.645 0.3 0.2 0.1
H -3.317 -3.746 3.931 0.1 0.0 -0.1
H 2.623 -2.601 3.010 0.1 0.0 -0.1
H 1.854 3.491 0.212 -0.1 0.0 -0.1
H 1.935 7.131 -1.328 -0.1 0.0 -0.2
H 3.953 5.562 1.896 0.0 -0.1 0.1
H 2.936 -2.771 1.262 -0.2 0.1 0.3
H 8.638 4.385 5.481 -0.3 0.0 0.2
H -1.269 7.947 -2.691 -0.1 -0.1 0.1
H 0.359 -4.382 -5.072 -1.5 -1.6 -1.1
H -5.100 -4.478 5.635 0.1 0.0 0.1
H 7.639 -1.746 -5.682 -1.2 -2.6 0.4
H -2.068 -0.865 2.719 -0.1 -0.1 0.1
H -1.664 -2.867 -0.955 0.2 0.4 0.1
H 6.079 1.936 5.691 -0.2 0.3 -0.2
H -1.124 3.412 -3.979 0.1 0.0 -0.3
H 3.228 5.245 5.871 0.0 -0.1 0.2
H 2.914 6.696 4.948 0.2 -0.3 -0.4
H -5.355 -3.951 -6.881 0.6 0.1 -1.0
H -8.549 -0.843 3.013 -0.2 -0.1 0.0
H -1.609 5.110 -3.965 0.3 -0.1 0.3
H 2.447 6.196 -2.748 -0.1 0.1 -0.2
H -5.350 0.498 4.647 -0.1 -0.1 0.0
H 4.458 6.515 5.699 0.0 -0.2 0.1
H -4.300 -1.169 -7.920 0.4 -0.7 1.4
H 0.951 1.724 1.936 0.0 -0.1 -0.1
H -7.895 -2.706 1.534 -0.3 -0.1 0.0
H 6.313 -2.504 -4.562 1.5 -1.0 -1.8
H 3.412 -6.492 -8.160 -0.1 1.1 2.0
H 8.228 3.960 3.835 -0.2 0.3 0.1
H -0.529 4.548 -5.217 0.2 -0.1 0.2
H 3.371 6.175 -1.265 -0.3 -0.4 0.1
H 7.080 4.536 7.112 0.1 0.0 -0.1
H 4.838 -4.606 -8.687 -0.1 -0.2 2.7
H -1.240 0.122 -0.772 -0.2 -0.1 -0.1
H 2.440 4.042 -3.389 -0.2 0.1 0.3
H -0.127 -3.369 -0.294 0.0 0.3 0.3
H 0.004 7.910 -1.475 0.0 0.0 0.1
H 3.025 2.275 3.640 -0.2 -0.1 0.2
H 2.635 4.712 2.700 -0.3 0.0 -0.1
H 0.186 -2.957 3.752 0.0 0.0 0.1
H 2.449 -4.549 -5.667 -0.8 -1.3 -2.0
H -8.655 -1.139 4.760 0.4 -0.1 -0.1
H 2.358 3.614 4.594 0.3 0.1 -0.1
```
Positions in Å, forces in eV/Å.

The total energy is -205487.293 eV. The calculation puts the HOMO energy at -5.405 eV. Its charge is -1. The calculation puts the orbital gap at 5.507 eV. As for the multiplicity: 1.

Atom charges from the Löwdin analysis, given in e for atoms 1 to 6:
1. Nb 1.119
2. Br 0.028
3. S 0.576
4. P 0.760
5. P 0.765
6. P 0.765

4.
The following is a quantum chemistry calculation of a cluster of 2 separate species, C5H8N4O4S in total in a non-equilibrium geometry, from the OMol25 dataset.

Geometry as XYZ:
```
22
Properties=species:S:1:pos:R:3:forces:R:3
S -1.243 -1.063 2.474 0.3 0.3 -0.7
O -3.607 1.160 0.841 0.7 1.6 0.3
O -1.299 -4.269 0.357 -0.5 0.1 0.6
O -2.044 -3.729 2.326 -0.2 0.2 0.1
O -2.294 2.851 1.323 -3.4 0.1 -0.2
N -1.468 -3.472 1.289 1.0 -0.7 -1.2
N 0.050 1.422 1.994 -1.2 -0.9 2.7
N -2.492 1.529 0.895 0.5 -0.8 -0.4
N 0.258 -0.353 0.528 -0.6 -0.8 1.1
C -0.309 0.217 1.660 1.1 -0.5 1.0
C 0.466 -2.399 -0.983 1.6 0.2 -1.1
C -0.017 -1.652 0.197 -1.9 -0.9 2.0
C -0.880 -2.199 1.136 0.3 1.8 0.8
C 1.004 0.506 -0.289 -4.3 2.5 -1.7
H 0.135 -3.459 -0.846 0.5 1.1 -0.3
H 1.947 0.185 -0.391 3.6 -0.8 -0.5
H -1.393 2.998 1.570 1.5 -0.8 -0.2
H 0.386 0.418 -1.214 1.3 0.7 -0.2
H -0.271 1.613 3.013 0.5 -0.4 -2.2
H -0.105 -1.971 -1.891 1.4 -0.7 1.0
H 1.678 -2.336 -1.035 -3.0 0.0 -0.3
H 0.854 1.545 0.115 0.7 -1.2 -0.6
```
Positions in Å, forces in eV/Å.

The total energy is -30293.297 eV. Its SMILES is [H]/N=c1\sc([N+](=O)[O-])c(C)n1C.O=NO. The calculation puts the HOMO energy at -8.626 eV. The calculation puts the orbital gap at 7.947 eV. As for the multiplicity: 1.

Atom charges from the natural (NBO) analysis, given in e for atoms 1 to 6:
1. S 0.358
2. O -0.259
3. O -0.421
4. O -0.370
5. O -0.575
6. N 0.507

5.
The following is a quantum chemistry calculation of a structure of composition C49H47CdCl2N8O2S, from the OMol25 dataset.

Geometry as XYZ:
```
110
Properties=species:S:1:pos:R:3:forces:R:3
Cd 0.312 -0.478 0.165 0.2 -0.5 0.2
Cl -3.230 -4.291 0.325 0.0 0.0 0.0
Cl -7.200 -0.738 1.100 0.0 0.0 0.0
S 0.828 2.831 2.561 0.2 0.0 0.0
O -0.351 -1.388 -3.763 -0.1 0.0 0.0
O -1.472 -1.908 0.437 0.0 0.1 -0.3
N -0.587 4.769 3.585 -0.1 0.0 0.0
N 2.935 -0.106 0.494 -0.1 0.3 0.0
N 1.567 -2.419 0.044 -0.3 0.2 -0.1
N 1.731 5.130 3.608 0.0 -0.1 0.0
N 0.671 -1.369 2.644 -0.1 0.2 0.0
N -2.210 0.609 1.160 0.0 0.0 -0.1
N 3.656 -0.518 -0.559 0.0 -0.2 0.1
N 0.097 -2.586 2.557 0.2 -0.1 0.0
C -3.170 -0.323 0.984 0.0 0.0 -0.1
C 2.690 7.147 4.445 0.0 0.0 0.0
C 1.387 -6.032 2.256 0.0 0.0 0.0
C 4.914 -0.017 -0.516 0.0 0.0 0.0
C 2.289 -4.713 0.441 0.0 0.0 0.0
C -4.889 1.331 1.342 0.0 0.0 0.0
C -2.558 1.849 1.382 0.0 0.0 0.0
C 3.153 -1.442 -1.526 0.0 0.0 0.0
C -0.314 -0.319 -4.686 0.0 0.0 0.0
C 1.492 6.297 4.141 0.0 0.1 0.0
C -2.699 -1.659 0.633 0.0 0.0 0.2
C 1.523 -3.563 0.766 0.1 0.0 0.0
C -0.960 1.687 -1.768 0.0 0.0 0.0
C 3.694 -1.370 -2.806 0.0 0.0 -0.1
C -1.587 -3.201 -2.800 0.0 0.1 -0.1
C -3.900 2.264 1.469 0.0 0.0 0.0
C 1.299 -7.318 3.034 0.0 0.0 0.0
C -5.484 -1.067 0.961 0.0 0.0 0.0
C -3.306 2.360 -3.187 0.0 -0.1 0.0
C 1.123 3.527 -1.660 0.0 0.0 0.0
C -2.271 3.246 -3.133 0.0 0.0 0.0
C -5.064 -2.344 0.727 0.0 0.0 0.0
C 1.916 -3.361 -2.192 -0.1 0.0 0.0
C -0.001 3.854 -2.357 0.0 0.0 0.0
C -1.067 -2.635 3.226 -0.1 0.0 0.0
C 2.207 -5.898 1.140 0.0 0.0 0.0
C -0.164 -0.648 3.387 0.0 0.0 0.0
C -2.300 6.306 4.350 0.0 0.0 0.0
C 0.714 -4.890 2.661 0.0 0.0 0.0
C 0.187 6.785 4.426 0.0 0.0 0.0
C 0.780 -3.691 1.967 0.0 0.0 0.0
C 1.219 2.286 -0.984 0.0 0.0 0.0
C 0.691 4.303 3.284 -0.1 0.0 0.0
C -3.189 1.101 -2.555 0.0 0.0 0.0
C -1.080 2.938 -2.425 0.0 0.0 0.0
C 3.731 0.682 1.195 0.0 -0.1 0.0
C 3.381 -2.298 -3.783 0.0 0.0 0.0
C -2.044 0.777 -1.887 0.0 0.0 0.0
C 5.002 0.775 0.602 0.0 0.0 0.0
C -1.550 -2.130 -3.869 0.0 0.0 0.0
C -4.548 -0.017 1.101 0.0 0.0 0.0
C 3.939 -2.184 -5.175 0.0 0.0 0.0
C -0.861 5.971 4.128 0.0 0.0 0.0
C -3.705 -2.634 0.578 0.0 0.0 0.0
C 0.992 0.426 -4.528 0.0 0.0 0.1
C 2.206 -2.426 -1.185 0.2 0.1 0.0
C 2.486 -3.310 -3.444 0.0 0.0 0.0
C 0.208 1.355 -1.006 0.0 -0.1 0.0
C -1.278 -1.397 3.787 0.0 0.0 0.0
H 0.130 -4.920 3.574 0.0 0.0 0.0
H 1.203 -4.137 -1.951 0.0 0.0 0.0
H 2.207 -4.049 -4.188 0.0 0.0 0.0
H -1.164 0.355 -4.510 0.0 0.0 0.0
H -0.831 -3.960 -2.996 0.0 0.0 0.0
H 1.443 -8.180 2.380 0.0 0.0 0.0
H 3.357 1.151 2.090 0.0 0.0 0.0
H -1.401 -2.777 -1.811 0.0 0.0 0.0
H 3.235 -1.684 -5.845 0.0 0.0 0.0
H 0.028 7.758 4.863 0.0 0.0 0.0
H -5.933 1.609 1.407 0.0 0.0 0.0
H 5.647 -0.274 -1.259 0.0 0.0 0.0
H -1.742 2.559 1.476 0.0 0.0 0.0
H -1.335 4.129 3.343 0.1 0.0 0.0
H 2.959 -4.653 -0.406 0.0 -0.1 0.0
H 2.811 -6.741 0.816 0.0 0.0 0.0
H 2.056 -7.374 3.821 0.0 0.0 0.0
H 4.145 -3.168 -5.597 0.0 0.0 0.0
H 0.069 0.383 3.599 0.0 0.0 0.0
H -2.566 -3.683 -2.784 0.0 0.0 0.0
H 1.952 4.224 -1.607 0.0 0.0 0.0
H 2.426 8.043 5.002 0.0 0.0 0.0
H -1.611 -2.580 -4.873 0.0 0.0 0.0
H -1.683 -3.516 3.203 0.0 -0.1 0.0
H 1.834 -0.220 -4.768 0.0 0.0 0.0
H -1.935 -0.200 -1.434 0.0 0.0 0.0
H -2.408 -1.451 -3.768 0.0 0.0 0.0
H -4.138 3.309 1.622 0.0 0.0 0.0
H 3.168 7.436 3.508 0.0 0.0 0.0
H -0.415 -0.715 -5.710 0.0 0.0 0.0
H -5.785 -3.145 0.646 0.0 0.0 0.0
H 4.369 -0.557 -3.045 0.0 0.0 0.0
H 4.866 -1.609 -5.185 0.0 0.0 0.0
H -0.088 4.808 -2.865 0.0 0.0 0.0
H -2.343 4.208 -3.630 0.0 0.0 0.0
H 0.324 -7.423 3.511 0.0 0.0 0.0
H 1.109 0.770 -3.500 0.0 0.0 0.0
H 2.127 2.088 -0.428 0.0 0.0 0.0
H -2.397 7.277 4.827 0.0 0.0 0.0
H 3.415 6.562 5.009 0.0 0.0 0.0
H -2.774 5.553 4.982 0.0 0.0 0.0
H -2.833 6.325 3.398 0.0 0.0 0.0
H 5.860 1.325 0.945 0.0 0.0 0.0
H -4.005 0.391 -2.609 0.0 0.0 0.0
H -2.129 -1.074 4.360 0.0 0.0 0.0
H 1.008 1.295 -5.187 0.0 0.0 0.0
H -4.213 2.611 -3.725 0.0 0.0 0.0
```
Positions in Å, forces in eV/Å.

The total energy is -108038.921 eV. The calculation puts the HOMO energy at -3.689 eV. Its charge is -1. The calculation puts the orbital gap at 5.432 eV. As for the multiplicity: 1.

Atom charges from the Löwdin analysis, given in e for atoms 1 to 6:
1. Cd 1.419
2. Cl 0.668
3. Cl 0.626
4. S 0.716
5. O -0.161
6. O -0.197

6.
The following is a quantum chemistry calculation of the molecule C3H5ClN2O in a non-equilibrium geometry, from the OMol25 dataset.

Geometry as XYZ:
```
12
Properties=species:S:1:pos:R:3:forces:R:3
Cl 1.832 1.752 -0.873 0.0 -0.5 0.6
O 1.050 -1.530 0.594 -0.3 2.5 -0.1
N -1.121 -1.300 -0.888 -0.2 -0.3 0.7
N -1.292 0.951 -0.061 -1.0 0.3 -1.0
C 0.635 -0.382 0.414 1.0 -0.9 0.3
C -0.733 -0.177 -0.175 0.4 -1.0 -0.6
C 1.408 0.935 0.672 0.0 -0.8 0.8
H 0.762 1.623 1.233 0.1 -0.3 -0.3
H 2.284 0.689 1.296 -0.1 0.3 -0.7
H -2.132 0.985 -0.688 0.6 0.0 1.0
H -0.558 -2.146 -0.633 -1.0 1.1 -0.3
H -2.137 -1.399 -0.889 0.6 -0.4 -0.3
```
Positions in Å, forces in eV/Å.

The total energy is -20741.851 eV. Its SMILES is [H]/N=C(\N)C(=O)CCl. The calculation puts the HOMO energy at -9.962 eV. The calculation puts the orbital gap at 9.720 eV. As for the multiplicity: 1.

Atom charges from the natural (NBO) analysis, given in e for atoms 1 to 6:
1. Cl -0.026
2. O -0.512
3. N -0.822
4. N -0.656
5. C 0.528
6. C 0.323